Entry from the Open Molecules 2025 dataset: a molecular structure, C30H43F5IrP2 (ωB97M-V/def2-TZVPD).

As for the net charge: +2. For the energy relative to the best compared isomer or geometry (same formula, charge and spin), the calculation gives 29.47 kJ/mol. The multiplicity is 6. The calculation puts the orbital gap (spin up / spin down) at 4.9 / 2.9 eV. As for the molar mass: 752.8 g/mol. As for the HOMO energy (spin up / spin down): -11.070 / -13.297 eV.

Element x y z (Å)
1 Ir -0.4215 0.4291 -0.1947
2 C -0.7544 -1.7413 0.5129
3 C 0.6372 -2.0266 0.2061
4 C 0.6054 -0.4541 1.9252
5 C -0.7776 -0.7528 1.6002
6 C 1.4522 -1.2422 1.0744
7 C -1.9489 -2.5360 0.0789
8 H -1.7274 -3.1069 -0.8302
9 H -2.8176 -1.8807 -0.0705
10 H -2.2500 -3.2670 0.8469
11 C -1.9588 -0.4447 2.4528
12 H -2.8986 -0.7069 1.9699
13 H -1.9836 0.6152 2.6852
14 H -1.8794 -0.9709 3.4070
15 C 1.0642 0.3018 3.1079
16 H 1.1565 -0.3849 3.9585
17 H 0.3372 1.0461 3.4112
18 H 2.0151 0.8101 2.9310
19 C 2.9394 -1.1817 1.0664
20 H 3.3694 -1.7523 1.9029
21 H 3.3108 -0.1499 1.1991
22 H 3.3555 -1.6071 0.1401
23 C 1.1324 -2.9952 -0.8069
24 H 1.5434 -3.9037 -0.3402
25 H 1.9388 -2.5550 -1.4148
26 H 0.3253 -3.3195 -1.4721
27 C -2.0722 0.9178 -6.6763
28 C -1.9662 -0.4120 -6.7620
29 C -1.0910 -1.1337 -7.7458
30 C 0.2651 -0.4671 -8.0718
31 C 1.0004 0.0678 -6.8711
32 C 0.9054 1.2987 -6.3538
33 C 0.0106 2.3894 -6.8536
34 C -1.3213 1.9341 -7.4958
35 H -1.6343 -1.2669 -8.6966
36 H 0.1441 0.2763 -8.8691
37 H -0.8740 -2.1416 -7.3613
38 H -1.1528 1.6220 -8.5337
39 H -2.8254 1.3711 -6.0203
40 H -2.6569 -1.0528 -6.2005
41 H -1.9596 2.8329 -7.5368
42 H -0.2372 3.0582 -6.0169
43 H 1.6095 1.6004 -5.5660
44 H 0.5636 2.9888 -7.5951
45 H 0.8996 -1.2696 -8.4789
46 H 1.7276 -0.6428 -6.4644
47 P -1.1152 0.1223 -2.2761
48 P 1.2774 1.4685 -1.2375
49 C -0.3862 1.3272 -3.4492
50 C 0.6380 2.2495 -2.7802
51 H -1.2013 1.9251 -3.8748
52 H 0.0460 0.7637 -4.2881
53 H 1.4832 2.4718 -3.4518
54 H 0.1627 3.2072 -2.5214
55 C 1.9346 2.6049 -0.0065
56 H 2.5268 2.0174 0.7086
57 H 1.0766 3.0500 0.5121
58 H 2.5628 3.3804 -0.4672
59 C 2.6476 0.4220 -1.8150
60 H 3.1732 0.9274 -2.6421
61 H 2.2789 -0.5571 -2.1618
62 H 3.3529 0.2574 -0.9895
63 C -2.8768 0.4654 -1.9824
64 H -3.3355 -0.4241 -1.5176
65 H -3.3556 0.7429 -2.9394
66 H -2.9464 1.3004 -1.2634
67 C -0.8879 -1.4857 -3.0746
68 H 0.1518 -1.8273 -2.9673
69 H -1.1254 -1.3984 -4.1456
70 H -1.5651 -2.2177 -2.6143
71 F -0.8020 2.4247 2.5412
72 C -1.4272 3.0576 1.4949
73 C -1.3211 2.5681 0.1925
74 C -1.8918 3.4782 -0.7082
75 F -1.9814 3.2133 -2.0538
76 C -2.4537 4.7235 -0.3861
77 F -2.9106 5.5483 -1.3462
78 C -2.5595 5.1240 0.9345
79 F -3.0944 6.3073 1.2692
80 C -2.0504 4.2518 1.8890
81 F -2.1390 4.6254 3.1788

Forces on atoms 1 to 2 (eV/Å):
Ir -1.61 2.58 1.95
C 0.97 -0.24 0.58


Entry from the Open Molecules 2025 dataset: a molecular structure, C30H43N5O10P2RhS2 (ωB97M-V/def2-TZVPD).

As for the net charge: +1. For the energy relative to the best compared isomer or geometry (same formula, charge and spin), the calculation gives 0.00 kJ/mol. The multiplicity is 5. The calculation puts the orbital gap (spin up / spin down) at 8.0 / 5.6 eV. As for the molar mass: 862.7 g/mol. As for the HOMO energy (spin up / spin down): -10.607 / -10.689 eV.

Element x y z (Å)
1 Rh -0.3254 -1.1130 -0.9559
2 C -3.1096 -3.6335 -3.7069
3 C -3.4860 -2.7350 -2.5365
4 O -4.8771 -2.8997 -2.3256
5 P -3.1134 -0.9681 -2.9132
6 O -3.9665 -0.1361 -1.8802
7 O -3.8349 -0.6103 -4.2737
8 O -1.6505 -0.6902 -2.9093
9 P -2.4442 -3.0393 -1.0555
10 O -3.2075 -4.1462 -0.2225
11 O -2.4374 -1.7129 -0.2858
12 O -1.0586 -3.4318 -1.4855
13 H -3.7726 -3.4268 -4.5463
14 H -3.2302 -4.6777 -3.4205
15 H -2.0752 -3.4777 -4.0095
16 H -5.1409 -2.5185 -1.4800
17 H -3.6151 -0.3685 -0.9941
18 H -3.2168 -0.5042 -5.0069
19 H -2.9715 -4.0956 0.7195
20 C -2.1667 4.8413 2.8228
21 C -1.3545 3.7001 3.4499
22 C -2.0557 3.2294 4.7222
23 C 0.0452 4.2081 3.8189
24 C -1.2256 2.5779 2.4273
25 C -1.7697 1.3129 2.6072
26 C -1.5970 0.3464 1.6314
27 N -0.9256 0.5673 0.5048
28 C -0.4145 1.7894 0.2960
29 C -0.5424 2.8002 1.2292
30 C 0.2890 1.9731 -1.0079
31 C 0.7028 3.2138 -1.4776
32 C 1.3502 3.3155 -2.7015
33 C 1.5433 2.1285 -3.4114
34 C 1.0928 0.9341 -2.8932
35 N 0.4843 0.8568 -1.7077
36 C 1.8277 4.6418 -3.2820
37 C 3.3421 4.5606 -3.5188
38 C 1.1104 4.8828 -4.6169
39 C 1.5389 5.8153 -2.3479
40 H -2.2884 5.6492 3.5451
41 H -3.1590 4.5007 2.5244
42 H -1.6707 5.2531 1.9430
43 H -2.0927 4.0488 5.4399
44 H -1.5263 2.3994 5.1931
45 H -3.0832 2.9176 4.5297
46 H -0.0333 5.0007 4.5639
47 H 0.5740 4.6215 2.9595
48 H 0.6558 3.4082 4.2423
49 H -2.3180 1.0527 3.4995
50 H -2.0072 -0.6506 1.7417
51 H -0.1064 3.7688 1.0360
52 H 0.5043 4.0987 -0.8948
53 H 2.0326 2.1283 -4.3751
54 H 1.2071 -0.0024 -3.4231
55 H 3.6009 3.7756 -4.2290
56 H 3.8765 4.3666 -2.5871
57 H 3.7031 5.5061 -3.9251
58 H 1.3310 4.0995 -5.3419
59 H 1.4383 5.8320 -5.0422
60 H 0.0288 4.9257 -4.4825
61 H 2.0397 5.7015 -1.3844
62 H 0.4698 5.9444 -2.1706
63 H 1.9072 6.7355 -2.8013
64 N 3.1755 -7.6498 3.4027
65 C 2.3451 -6.5878 3.2418
66 C 1.3506 -6.6049 2.2479
67 C 0.5197 -5.5249 2.0754
68 C 0.6633 -4.4009 2.8924
69 C 1.6435 -4.3698 3.8842
70 C 2.4751 -5.4512 4.0578
71 S -0.3439 -3.0324 2.6349
72 O -0.2404 -2.1173 3.7381
73 O -1.6343 -3.4316 2.1545
74 N 0.3976 -2.3576 1.2848
75 C 1.2940 -1.4287 1.4020
76 S 1.9014 -0.5931 2.8353
77 C 2.9044 0.3265 1.8329
78 C 2.7239 0.0097 0.4926
79 N 1.8491 -0.9541 0.2472
80 H 3.0166 -8.5003 2.8946
81 H 3.8135 -7.6886 4.1758
82 H 1.2371 -7.4787 1.6201
83 H -0.2434 -5.5439 1.3089
84 H 1.7339 -3.5086 4.5328
85 H 3.2256 -5.4359 4.8372
86 H 3.5834 1.0605 2.2364
87 H 3.2387 0.4894 -0.3277
88 C 2.1061 -3.0419 -2.1434
89 O 1.0175 -2.2383 -2.6057
90 H 2.4028 -3.7548 -2.9139
91 H 1.8310 -3.5761 -1.2316
92 H 2.9375 -2.3741 -1.9319
93 H 0.2493 -2.8325 -2.6937

Forces on atoms 1 to 2 (eV/Å):
Rh -0.44 0.47 -0.46
C 0.06 -0.02 -0.01


Entry from the Open Molecules 2025 dataset: a molecular structure, C30H44Br2N2P2Pd (ωB97M-V/def2-TZVPD).

As for the net charge: +4. The multiplicity is 5. The calculation puts the orbital gap (spin up / spin down) at 5.8 / 4.5 eV. As for the molar mass: 760.9 g/mol. As for the HOMO energy (spin up / spin down): -19.056 / -19.061 eV.

Element x y z (Å)
1 N -0.8928 -7.1597 0.4514
2 C -0.0614 -6.7242 1.4066
3 C 0.5034 -5.4501 1.3853
4 C 0.0777 -4.4923 0.4317
5 C -0.7088 -5.0205 -0.6400
6 C -1.1778 -6.3417 -0.5689
7 C 0.3604 -3.0899 0.5702
8 Pd 0.5663 -0.4219 -0.0187
9 P -1.3814 3.3061 0.3353
10 C -0.5302 -2.0581 0.1020
11 C -1.7148 -1.6548 0.9710
12 C -2.8727 -1.2350 0.3200
13 C -3.9423 -0.7324 1.0473
14 C -3.8182 -0.5696 2.4287
15 C -2.7354 -1.1314 3.1055
16 C -1.6918 -1.7261 2.3736
17 Br -5.1515 0.3225 3.3404
18 H 1.2829 -2.8085 1.0866
19 H -0.7777 -2.0417 -0.9907
20 H 1.2389 -5.1716 2.1372
21 H -0.9253 -4.4204 -1.5210
22 H 0.1692 -7.4333 2.2136
23 H -1.8250 -6.7399 -1.3680
24 H -2.9734 -1.3458 -0.7574
25 H -0.8779 -2.2419 2.8766
26 H -4.8507 -0.4776 0.5109
27 H -2.7382 -1.1169 4.2016
28 P 1.3386 0.0562 -2.0914
29 C -2.2618 3.3705 1.9369
30 C -3.5436 4.2175 1.9115
31 H -1.5788 3.7541 2.7136
32 H -2.4939 2.3205 2.1726
33 H -4.0384 4.1780 2.8895
34 H -3.3398 5.2731 1.6880
35 H -4.2601 3.8490 1.1683
36 C -2.3824 2.1229 -0.6296
37 C -3.1912 2.9005 -1.6908
38 H -3.0539 1.5653 0.0410
39 H -1.7092 1.3876 -1.0988
40 H -3.7399 2.2171 -2.3530
41 H -3.9254 3.5748 -1.2263
42 H -2.5285 3.5221 -2.3127
43 C 0.3397 2.9474 0.7329
44 C 1.0933 4.2651 0.9524
45 H 0.7694 2.3653 -0.1006
46 H 0.3578 2.3099 1.6234
47 H 2.1616 4.1308 0.7609
48 H 0.7183 5.0431 0.2743
49 H 0.9739 4.6244 1.9800
50 C 2.5761 1.4007 -2.0108
51 C 3.5590 1.5138 -3.1772
52 H 3.1301 1.2736 -1.0700
53 H 1.9983 2.3291 -1.9148
54 H 4.4090 0.8308 -3.0689
55 H 3.0950 1.3087 -4.1475
56 H 3.9562 2.5312 -3.2084
57 C 0.0033 0.6905 -3.1690
58 C -1.0430 -0.3603 -3.5403
59 H 0.4698 1.1143 -4.0706
60 H -0.4604 1.5400 -2.6447
61 H -0.5756 -1.2077 -4.0591
62 H -1.5673 -0.7585 -2.6581
63 H -1.7989 0.0764 -4.2094
64 C 2.1764 -1.2892 -3.0443
65 C 3.3330 -2.0553 -2.3865
66 H 2.5154 -0.7953 -3.9662
67 H 1.3797 -1.9910 -3.3440
68 H 3.5259 -2.9781 -2.9666
69 H 4.2649 -1.4607 -2.3996
70 H 3.1181 -2.3508 -1.3509
71 Br 5.9145 1.7335 1.6783
72 C 4.1632 1.0610 2.1273
73 C 3.6132 1.3855 3.3671
74 C 2.2962 0.9739 3.5962
75 C 1.5997 0.2823 2.5937
76 N 2.1443 0.0546 1.3961
77 C 3.4590 0.2802 1.1975
78 H 4.2049 1.9041 4.1202
79 H 1.7845 1.1677 4.5307
80 H 0.5879 -0.1018 2.7324
81 H 3.9104 -0.1217 0.2940

Forces on atoms 1 to 2 (eV/Å):
N 1.69 4.32 -0.20
C 0.20 -1.91 0.95